Below is C25H27MgN3O3S as an isolated structure, with properties calculated with the ωB97M-V functional and the def2-TZVPD basis.

The electronic energy is -53260.5977 eV. The highest occupied orbital energy is -0.3057 Eh.

Last column: Mulliken charge in e.
Atoms and positions in Å:
Mg1 -0.295 0.229 0.057  0.37
C1 0.488 -0.099 -3.694  -1.36
C2 0.519 1.385 -3.451  1.30
C3 0.146 2.282 -4.446  -0.80
C4 0.174 3.650 -4.215  -0.88
C5 0.597 4.127 -2.983  -0.96
C6 0.986 3.254 -1.973  1.30
C7 1.474 3.768 -0.647  -1.27
C8 0.926 1.877 -2.206  -0.36
N1 1.177 0.972 -1.145  0.61
C9 2.444 0.551 -0.944  -0.44
O1 3.454 0.857 -1.566  -0.74
C10 2.545 -0.422 0.229  0.50
C11 3.711 -0.985 0.716  -0.49
C12 3.610 -1.814 1.831  -0.26
C13 2.380 -2.040 2.444  -0.51
C14 1.267 -1.430 1.896  0.39
N2 1.385 -0.679 0.812  0.53
C15 -0.149 -1.471 2.462  -0.39
O2 -0.385 -2.148 3.455  -0.74
N3 -0.985 -0.668 1.769  0.44
C16 -2.325 -0.547 2.202  -0.53
C17 -3.243 -1.590 2.040  1.21
C18 -2.794 -2.914 1.493  -1.45
C19 -4.573 -1.378 2.389  -0.95
C20 -4.998 -0.162 2.899  -0.85
C21 -4.078 0.863 3.069  -0.39
C22 -2.744 0.683 2.723  0.92
C23 -1.746 1.795 2.925  -1.22
H1 0.297 -0.318 -4.744  0.45
H2 -0.292 -0.577 -3.094  0.13
H3 1.438 -0.552 -3.411  0.26
H4 -0.158 1.904 -5.416  0.36
H5 -0.114 4.340 -4.998  0.41
H6 0.645 5.196 -2.807  0.37
H7 1.496 4.857 -0.641  0.44
H8 2.480 3.397 -0.446  0.28
H9 0.835 3.434 0.176  0.10
H10 4.655 -0.769 0.237  0.52
H11 4.502 -2.275 2.235  0.43
H12 2.275 -2.656 3.326  0.52
H13 -2.219 -2.789 0.573  0.16
H14 -3.648 -3.560 1.288  0.44
H15 -2.141 -3.411 2.213  0.31
H16 -5.285 -2.185 2.261  0.38
H17 -6.035 -0.020 3.175  0.43
H18 -4.396 1.811 3.492  0.40
H19 -2.209 2.643 3.429  0.40
H20 -1.342 2.156 1.971  0.05
H21 -0.899 1.453 3.520  0.35
C24 -3.100 1.999 -2.822  -0.79
S1 -3.306 1.185 -1.244  0.35
C25 -3.501 2.644 -0.235  -0.58
O3 -1.914 0.676 -0.952  -0.75
H22 -4.016 2.535 -3.068  0.46
H23 -2.906 1.220 -3.557  0.37
H24 -2.241 2.668 -2.759  0.02
H25 -4.418 3.147 -0.543  0.47
H26 -2.630 3.283 -0.378  0.23
H27 -3.590 2.313 0.798  0.01


Below is an isolated ion of composition C25H27N2 and charge +1 at a distorted geometry, with properties calculated with the ωB97M-V functional and the def2-TZVPD basis.

Its charge is +1. The electronic energy is -29336.0816 eV. The highest occupied orbital energy is -0.3941 Eh. Its SMILES is Cc1ccc([C@@H]([NH2+]Cc2ccccc2)c2c(C)n(C)c3ccccc23)cc1.

Last column: Mulliken charge in e.
Atoms and positions in Å:
C1 4.843 1.032 -3.782  -0.46
C2 4.882 -0.204 -3.145  -0.53
C3 3.745 -0.740 -2.508  -0.17
C4 2.520 -0.033 -2.451  0.30
C5 1.120 -0.680 -2.062  -0.47
N1 0.739 -0.564 -0.501  -0.23
C6 2.491 1.174 -3.183  -0.44
C7 3.628 1.708 -3.813  -0.59
H1 5.720 1.450 -4.255  0.41
H2 5.815 -0.753 -3.109  0.37
H3 3.772 -1.748 -2.077  0.36
H4 0.438 0.023 -2.561  0.28
H5 1.114 -1.732 -2.462  0.40
H6 1.632 -0.460 0.070  0.57
H7 0.139 0.375 -0.479  0.38
H8 1.520 1.677 -3.285  0.28
H9 3.562 2.675 -4.305  0.37
C8 0.581 -2.701 3.072  -1.66
C9 0.143 -1.300 2.874  0.43
N2 0.293 -0.348 3.844  0.17
C10 0.863 -0.593 5.130  -1.00
C11 -0.123 0.881 3.369  -0.42
C12 -0.549 0.711 2.022  1.42
C13 -0.960 1.845 1.288  -0.33
C14 -0.911 3.089 1.951  -0.98
C15 -0.515 3.234 3.270  -0.81
C16 -0.124 2.112 3.994  -1.00
C17 -0.229 -0.664 1.681  0.05
C18 -0.292 -1.265 0.269  -0.12
C19 -1.737 -1.133 -0.384  0.41
C20 -2.918 -0.556 0.152  -0.52
C21 -3.877 -0.126 -0.765  -0.51
C22 -3.794 -0.338 -2.123  0.71
C23 -4.741 0.282 -3.073  -1.62
C24 -2.812 -1.224 -2.509  -0.52
C25 -1.823 -1.703 -1.659  -0.79
H10 0.176 -3.304 2.244  0.44
H11 1.685 -2.818 3.073  0.31
H12 0.188 -3.070 4.034  0.43
H13 0.875 0.309 5.704  0.36
H14 0.285 -1.314 5.683  0.34
H15 1.877 -0.952 5.076  0.33
H16 -1.299 1.739 0.237  0.31
H17 -1.221 3.954 1.379  0.40
H18 -0.527 4.208 3.719  0.43
H19 0.143 2.187 5.017  0.36
H20 0.086 -2.290 0.243  0.72
H21 -3.022 -0.217 1.192  0.50
H22 -4.656 0.531 -0.433  0.44
H23 -4.530 -0.008 -4.084  0.39
H24 -5.759 -0.028 -2.889  0.36
H25 -4.749 1.364 -3.069  0.34
H26 -2.704 -1.365 -3.558  0.33
H27 -1.002 -2.330 -2.062  0.48


Below is an isolated molecule of C25H27N3O5, with properties calculated with the ωB97M-V functional and the def2-TZVPD basis.

The electronic energy is -41071.9032 eV. The highest occupied orbital energy is -0.3039 Eh. Its SMILES is COc1ccc(CCNC(=O)C(=O)c2cn(CC(=O)N3CCOCC3)c3ccccc23)cc1.

Last column: Mulliken charge in e.
Atoms and positions in Å:
C1 -0.831 3.882 0.199  -0.87
H1 0.263 3.854 0.188  0.24
O1 -1.390 2.592 0.068  -0.46
C2 -1.286 1.961 -1.139  0.38
C3 -0.481 2.384 -2.190  -0.27
C4 -0.462 1.668 -3.374  -0.88
C5 -1.247 0.540 -3.551  0.52
C6 -2.045 0.120 -2.490  -0.10
C7 -2.059 0.811 -1.297  -0.43
H2 -2.671 0.481 -0.472  0.45
H3 -2.674 -0.751 -2.597  0.35
C8 -1.190 -0.253 -4.826  -1.27
H4 -2.166 -0.696 -5.035  0.35
H5 -0.913 0.389 -5.663  0.46
C9 -0.145 -1.380 -4.706  -0.75
N1 -0.457 -2.246 -3.601  -0.08
C10 0.058 -2.066 -2.374  0.07
O2 1.056 -1.411 -2.122  -0.63
C11 -0.801 -2.766 -1.307  0.66
O3 -1.860 -3.274 -1.646  -0.72
C12 -0.331 -2.627 0.042  0.54
C13 0.965 -2.363 0.438  -0.69
N2 1.016 -2.109 1.763  0.33
C14 -0.257 -2.199 2.284  0.02
C15 -0.710 -2.003 3.581  -0.87
C16 -2.062 -2.170 3.808  -0.72
C17 -2.938 -2.515 2.778  -0.69
C18 -2.492 -2.703 1.487  -0.18
C19 -1.133 -2.550 1.234  0.13
H6 -3.164 -2.970 0.686  0.52
H7 -3.988 -2.635 3.003  0.42
H8 -2.451 -2.028 4.805  0.41
H9 -0.038 -1.724 4.377  0.45
C20 2.182 -1.682 2.484  -0.86
H10 3.042 -1.683 1.811  0.39
C21 2.008 -0.290 3.121  0.88
O4 2.158 -0.152 4.320  -0.68
N3 1.671 0.731 2.312  0.12
C22 1.587 0.760 0.867  0.39
H11 1.833 -0.193 0.411  0.09
C23 2.554 1.822 0.328  -0.93
O5 2.306 3.092 0.886  -0.41
C24 2.406 3.052 2.294  -0.61
H12 2.183 4.060 2.646  0.36
C25 1.422 2.042 2.887  -0.76
H13 1.544 1.972 3.968  0.49
H14 0.396 2.338 2.643  0.26
H15 3.431 2.782 2.588  0.35
H16 2.427 1.923 -0.751  0.30
H17 3.589 1.518 0.547  0.45
H18 0.562 1.021 0.583  -0.16
H19 2.386 -2.367 3.315  0.33
H20 1.856 -2.392 -0.160  0.66
H21 -1.337 -2.751 -3.618  0.33
H22 -0.112 -1.965 -5.629  0.40
H23 0.841 -0.954 -4.507  0.34
H24 0.176 2.005 -4.179  0.37
H25 0.139 3.262 -2.093  0.50
H26 -1.174 4.252 1.165  0.25
H27 -1.191 4.550 -0.589  0.45


Below is an isolated molecule of C25H27N5O3 at a distorted geometry, with properties calculated with the ωB97M-V functional and the def2-TZVPD basis.

The electronic energy is -39958.5055 eV. The highest occupied orbital energy is -0.2806 Eh. Its SMILES is Cn1c(=O)n(Cc2ccccc2)c(=O)c2c1nc(NC[C@H]1CCCO1)n2Cc1ccccc1.

Last column: Mulliken charge in e.
Atoms and positions in Å:
C1 -1.943 -3.817 0.814  -1.13
N1 -2.007 -2.631 -0.010  0.03
C2 -0.866 -2.078 -0.497  1.00
C3 -0.892 -0.949 -1.297  -0.07
C4 -2.093 -0.283 -1.654  0.45
O1 -2.204 0.708 -2.361  -0.72
N2 -3.209 -0.912 -1.087  0.12
C5 -3.224 -2.047 -0.293  0.75
O2 -4.262 -2.518 0.128  -0.68
C6 -4.509 -0.284 -1.337  -2.01
C7 -4.835 0.706 -0.250  0.76
C8 -5.573 0.315 0.860  -0.33
C9 -5.841 1.220 1.872  -0.64
C10 -5.371 2.520 1.786  -0.37
C11 -4.628 2.912 0.685  -0.72
C12 -4.360 2.009 -0.329  -0.26
H1 -3.776 2.308 -1.186  0.43
H2 -4.258 3.925 0.615  0.39
H3 -5.583 3.226 2.576  0.38
H4 -6.418 0.910 2.731  0.37
H5 -5.925 -0.703 0.929  0.40
H6 -4.432 0.220 -2.303  0.59
H7 -5.257 -1.077 -1.375  0.62
N3 0.437 -0.686 -1.596  0.17
C13 1.156 -1.641 -0.956  0.36
N4 0.398 -2.509 -0.297  -0.70
N5 2.506 -1.737 -1.082  -0.21
H8 2.949 -0.863 -1.337  0.18
C14 3.218 -2.492 -0.076  -1.34
H9 4.101 -2.949 -0.530  0.37
H10 2.534 -3.267 0.267  0.55
C15 3.656 -1.623 1.110  0.26
C16 4.831 -0.672 0.824  -0.70
H11 5.790 -1.163 0.967  0.40
C17 4.592 0.474 1.815  -0.33
H12 4.685 1.444 1.331  0.06
C18 3.148 0.236 2.305  -0.52
H13 3.148 -0.098 3.353  0.30
O3 2.594 -0.769 1.486  -0.33
H14 2.513 1.118 2.213  0.23
H15 5.292 0.435 2.649  0.39
H16 4.775 -0.305 -0.202  0.17
H17 3.921 -2.281 1.955  0.44
C19 0.924 0.403 -2.408  -1.23
C20 1.740 1.375 -1.593  0.50
C21 3.062 1.652 -1.915  -0.29
C22 3.792 2.556 -1.160  -0.45
C23 3.207 3.182 -0.073  -0.45
C24 1.891 2.900 0.259  -0.69
C25 1.161 2.001 -0.496  -0.36
H18 0.133 1.787 -0.246  0.45
H19 1.431 3.393 1.103  0.43
H20 3.773 3.892 0.512  0.39
H21 4.818 2.770 -1.423  0.39
H22 3.519 1.175 -2.772  0.39
H23 1.514 0.003 -3.241  0.33
H24 0.038 0.905 -2.810  0.44
H25 -2.939 -4.003 1.210  0.39
H26 -1.230 -3.654 1.621  0.33
H27 -1.612 -4.667 0.216  0.31


The records above give, respectively, energy relative to the best compared isomer or geometry (same formula, charge and spin) values of 0.00 23.24 25.40 0.00 kcal per mole.
The records above give, respectively, frontier orbital gap values of 8.40 8.15 8.32 8.33 eV.